ORCA calculation (ωB97M-V with the def2-TZVPD basis set) on an isolated molecule of CClO2P in a non-equilibrium geometry.

Geometry as XYZ:
```
5
CClO2P | the OMol25 dataset | ωB97M-V with the def2-TZVPD basis set
O 1.973 -0.129 -0.738
P 1.349 -0.086 0.544
C -0.669 0.181 0.178
O -1.188 1.311 0.102
Cl -1.465 -1.276 -0.087
```

Strongest force on any atom (eV/A): 5.116
Net charge: 0
SMILES string: O=PC(=O)Cl
HOMO (eV): -9.576
DFT total energy (a.u.): -990.10176
Molecular weight (g mol⁻¹): 110.44
LUMO (eV): -1.44



ORCA calculation (ωB97M-V with the def2-TZVPD basis set) on a structure of composition CClO4P in a non-equilibrium geometry.

Geometry as XYZ:
```
7
CClO4P | the OMol25 dataset | ωB97M-V with the def2-TZVPD basis set
C 1.804 -0.311 -0.756
O -1.115 1.213 1.000
O -1.912 -1.264 0.857
O 0.736 -0.352 -0.276
O -1.628 0.155 -1.323
P -1.404 -0.003 0.183
Cl 3.520 0.562 0.316
```

Strongest force on any atom (eV/A): 3.300
Net charge: -2
HOMO (eV): -0.752
DFT total energy (a.u.): -1140.71274
Molecular weight (g mol⁻¹): 142.43
LUMO (eV): 6.61



ORCA calculation (ωB97M-V with the def2-TZVPD basis set) on a structure of composition CCuLiO2 in a non-equilibrium geometry.

Geometry as XYZ:
```
5
CCuLiO2 | the OMol25 dataset | ωB97M-V with the def2-TZVPD basis set
O -0.618 -0.437 -0.405
Cu -0.494 0.884 1.058
Li -2.364 -0.674 -0.556
C 1.700 -0.271 -0.466
O 1.775 0.497 0.369
```

Strongest force on any atom (eV/A): 2.346
Net charge: 0
HOMO (eV): -7.667
DFT total energy (a.u.): -1836.50835
Molecular weight (g mol⁻¹): 114.50
LUMO (eV): -0.69



ORCA calculation (ωB97M-V with the def2-TZVPD basis set) on a cluster of 2 separate species, CF2N2 in total in a non-equilibrium geometry.

Geometry as XYZ:
```
5
CF2N2 | the OMol25 dataset | ωB97M-V with the def2-TZVPD basis set
C -0.254 0.251 -1.250
N -0.011 -0.838 2.647
N 0.771 -1.165 1.990
F -0.223 0.347 -2.626
F -0.282 1.405 -0.761
```

Strongest force on any atom (eV/A): 2.893
Net charge: 0
HOMO (eV): -11.262
DFT total energy (a.u.): -347.30161
Molecular weight (g mol⁻¹): 78.02
LUMO (eV): -0.01



ORCA calculation (ωB97M-V with the def2-TZVPD basis set) on a cluster of 2 separate species, CF2OS in total in a non-equilibrium geometry.

Geometry as XYZ:
```
5
CF2OS | the OMol25 dataset | ωB97M-V with the def2-TZVPD basis set
C 0.379 -0.058 -0.866
O 1.224 0.556 -1.372
F -0.091 -1.217 -0.962
F -0.945 -0.293 2.040
S -0.568 1.012 1.160
```

Strongest force on any atom (eV/A): 5.095
Net charge: 0
HOMO (eV): -9.533
DFT total energy (a.u.): -711.16639
Molecular weight (g mol⁻¹): 98.07
LUMO (eV): -1.12



ORCA calculation (ωB97M-V with the def2-TZVPD basis set) on a structure of composition CF3I2P in a non-equilibrium geometry.

Geometry as XYZ:
```
7
CF3I2P | the OMol25 dataset | ωB97M-V with the def2-TZVPD basis set
C -0.794 0.022 -0.005
F -0.127 -1.115 -0.368
F -0.983 -0.075 1.315
F -1.969 0.296 -0.642
P 2.472 0.174 -0.903
I 3.667 2.050 0.044
I 3.746 -1.612 0.174
```

Strongest force on any atom (eV/A): 2.316
Net charge: 0
HOMO (spin up / spin down) (eV): -9.576 / -8.418
DFT total energy (a.u.): -1274.37508
Molecular weight (g mol⁻¹): 353.79
LUMO (spin up / spin down) (eV): -1.84 / -1.30